Record 1
Formula: C4H14O4
Source: OMol25
Level of theory: ωB97M-V/def2-TZVPD

Structure (XYZ):
```
22
Properties=species:S:1:pos:R:3:forces:R:3:lowdin_charge:R:1
C -0.166828 -2.430816 -0.290512 -0.2801 -2.1484 1.9633 0.0047
C -0.257967 -1.335371 -1.001423 -1.9986 0.0855 -3.7247 -0.2362
C 0.509715 -0.127045 -0.967965 -0.1924 -1.1711 1.4534 -0.2488
C 0.367357 0.924383 -1.720544 -0.3741 3.2130 -0.8337 0.0193
H 0.364658 -2.508130 0.682518 0.0497 0.2220 -0.8500 0.0694
H -0.722052 -3.383244 -0.491112 0.2387 1.3138 -0.0107 0.0828
H -1.041250 -1.294567 -1.847190 1.2384 -0.4881 1.0555 0.1380
H 1.161978 -0.132927 -0.136410 0.7681 0.7112 0.9349 0.0585
H 0.708506 1.928778 -1.342260 0.2458 -1.2936 -0.7415 0.0828
H -0.221551 0.999091 -2.651846 0.0499 -0.4291 0.7179 0.0843
O 1.006397 0.155818 2.600666 -2.0402 0.6195 -0.1757 -0.0894
H 0.169091 0.429019 2.094829 2.5728 -0.7351 0.6619 0.0648
H 1.769464 -0.052982 2.048540 -0.4777 0.0200 -0.4030 -0.0006
O 2.938136 -1.824483 1.004263 -1.7939 -0.0445 -0.4414 -0.0574
H 2.055542 -1.880252 0.546248 1.2602 -0.2740 0.7763 0.0032
H 3.413694 -1.278266 0.389312 0.7546 0.3643 -0.3988 0.0328
O -1.221788 3.148022 -0.077792 -0.9930 0.5454 1.8155 -0.0988
H -2.102752 2.950964 -0.427049 0.3213 -0.2273 -0.8100 0.0217
H -1.546776 3.140524 0.864536 1.2288 0.3521 -1.0089 0.0589
O -2.773011 1.102092 0.107338 1.5788 -3.3653 -2.0713 -0.0856
H -2.116448 0.385763 -0.299245 -2.3142 2.1307 0.2685 0.0941
H -2.294109 1.083622 0.915093 0.1572 0.5989 1.8225 0.0014
```
Forces are in eV/Å.

Output
Total charge: 0
2S+1: 1
ΔE to the lowest compared entry with this formula, charge and spin: 2.7014 eV
SMILES string: C=CC=C.O.O.O.O
Kohn-Sham gap: 9.86 eV


Record 2
Formula: C3H6N2O
Source: OMol25
Level of theory: ωB97M-V/def2-TZVPD

Structure (XYZ):
```
12
Properties=species:S:1:pos:R:3:forces:R:3:lowdin_charge:R:1
C 1.794171 1.218705 -0.459097 0.3316 0.3119 -0.3547 -0.1053
C 0.671204 0.012484 0.974992 -0.5064 -0.2669 0.0092 -0.1200
O 1.159592 -0.051508 -0.282296 -0.2398 0.4094 0.4068 -0.1813
N -0.566806 -0.494374 0.983437 0.0628 -0.0258 0.4195 0.0202
C -1.354810 -0.995322 -0.060187 -0.1787 -0.0912 -0.0181 -0.2606
N -2.582691 -1.200997 0.169027 0.3247 -0.0272 -0.2237 0.0986
H 2.051714 1.261530 -1.512232 0.2494 0.1370 -0.0288 0.0860
H 1.081661 2.018567 -0.219760 0.2563 -0.1158 -0.2145 0.0831
H 2.656888 1.321729 0.204923 -0.0291 -0.0958 -0.2077 0.0853
H -1.063014 -0.353756 1.850551 -0.0814 -0.2766 0.0915 0.1218
H -0.808372 -1.169679 -0.987840 -0.1602 0.0392 0.1063 0.1269
H -3.039536 -1.567378 -0.661517 -0.0291 0.0016 0.0144 0.0454
```
Forces are in eV/Å.

Output
Total charge: 0
2S+1: 1
ΔE to the lowest compared entry with this formula, charge and spin: 3.2379 eV
Kohn-Sham gap: 9.66 eV